DFT (ωB97M-V/def2-TZVPD) results for a 11-piece molecular cluster, C48H55N11 overall at a distorted geometry.

Calculated values
E_tot   -67046.1450 eV
Total charge   +1
⟨S²⟩   0.7630
Strongest force on any atom   4.514 eV Å⁻¹
2S+1   2

Last column: Löwdin charge in e.
Geometry (Å):
N: 0.18155 -1.45741 7.05465  0.018
C: 0.52434 -1.79821 5.76612  -0.137
C: 0.66058 -0.66263 4.98999  -0.130
C: 0.47652 0.43555 5.83773  -0.107
C: 0.13975 -0.10150 7.07601  -0.153
H: -0.00003 -2.01878 7.87440  0.153
H: 0.55160 -2.84047 5.48444  0.104
H: 0.81947 -0.69080 3.92211  0.055
H: 0.57166 1.47466 5.55915  0.081
H: -0.12826 0.31089 8.03752  0.107
N: -2.23339 -3.70843 2.28279  0.015
C: -1.78863 -4.89467 1.99082  -0.172
C: -0.54894 -4.80668 1.40233  -0.104
C: -0.09457 -3.49284 1.66415  -0.095
C: -1.22992 -2.83571 2.23134  -0.146
H: -3.13844 -3.45397 2.65189  0.156
H: -2.42253 -5.75686 2.13637  0.119
H: -0.01909 -5.63863 0.96242  0.088
H: 0.90260 -3.10424 1.51910  0.061
H: -1.38587 -1.86978 2.68857  0.101
N: -1.84094 2.63648 1.00913  0.002
C: -1.40996 2.25600 2.22340  -0.137
C: -1.06110 3.43525 2.92259  -0.074
C: -1.32815 4.48481 2.03766  -0.135
C: -1.94171 4.01500 0.93683  -0.145
H: -2.01709 1.99403 0.24997  0.121
H: -1.11738 1.25882 2.51740  0.098
H: -0.70229 3.36124 3.93855  0.088
H: -1.15363 5.54757 2.11817  0.099
H: -2.26844 4.42675 -0.00663  0.099
N: 1.69638 0.36343 0.29152  0.041
C: 1.40467 0.98034 -0.85986  -0.119
C: 0.08560 0.49374 -1.09604  -0.132
C: -0.35275 -0.32431 -0.05018  -0.140
C: 0.62960 -0.32651 0.81428  -0.159
H: 2.55914 0.56956 0.77449  0.101
H: 2.06972 1.62109 -1.41980  0.111
H: -0.45220 0.85439 -1.96039  0.055
H: -1.31372 -0.79016 0.11077  0.101
H: 0.76710 -0.76642 1.79100  0.087
N: 1.54721 -3.03807 -1.02148  0.030
C: 2.75751 -2.50518 -1.43452  -0.162
C: 3.53021 -3.45386 -2.06099  -0.107
C: 2.72688 -4.61173 -2.12023  -0.102
C: 1.61896 -4.37790 -1.32119  -0.150
H: 0.67527 -2.59898 -0.76260  0.112
H: 2.87924 -1.43700 -1.33168  0.091
H: 4.44900 -3.30784 -2.60954  0.098
H: 2.94582 -5.43666 -2.78201  0.096
H: 0.73399 -4.97600 -1.16147  0.097
N: -1.16368 3.17184 -3.49503  0.116
C: -0.27082 3.71270 -2.63150  0.014
C: 0.41172 4.81827 -3.24088  0.024
C: 0.16732 4.64758 -4.57754  -0.017
C: -0.92515 3.75971 -4.72992  0.055
H: -1.83949 2.46714 -3.23665  0.093
H: -0.07422 3.40012 -1.61659  0.120
H: 1.20443 5.45101 -2.86985  0.130
H: 0.56368 5.31792 -5.32583  0.127
H: -1.62880 3.48818 -5.50293  0.147
N: -4.77736 -0.80097 0.43241  0.032
C: -5.77450 -1.64475 0.72368  -0.187
C: -6.01297 -1.75595 2.06598  -0.125
C: -5.06073 -0.97120 2.72661  -0.101
C: -4.24773 -0.40805 1.69704  -0.104
H: -4.39487 -0.63099 -0.48678  0.128
H: -6.25533 -2.21949 -0.05406  0.109
H: -6.71515 -2.30438 2.67637  0.099
H: -4.95198 -0.87866 3.79713  0.095
H: -3.30337 0.11488 1.73056  0.064
N: 3.31444 -1.26690 2.55133  0.061
C: 3.86600 -2.43479 2.06038  -0.107
C: 4.94338 -2.33714 1.22453  -0.081
C: 5.59349 -1.10276 0.96114  -0.031
C: 5.11317 0.06137 1.66094  -0.052
C: 3.96815 -0.09526 2.45283  -0.191
H: 3.29042 -3.33764 2.20168  0.105
H: 5.24902 -3.19795 0.64835  0.100
H: 6.26119 -0.92174 0.13179  0.100
H: 5.55856 1.03862 1.54689  0.092
H: 3.54698 0.75885 2.96224  0.086
N: -1.36371 -1.87211 -5.96766  0.058
C: -0.83636 -2.67983 -5.04209  -0.164
C: 0.14772 -2.29195 -4.12471  -0.024
C: 0.71489 -0.95891 -4.22011  -0.069
C: 0.20453 -0.16358 -5.22227  -0.106
C: -0.88078 -0.59828 -6.05047  -0.127
H: -1.22788 -3.68529 -4.99545  0.107
H: 0.51239 -2.95375 -3.35307  0.075
H: 1.50533 -0.51652 -3.63198  0.090
H: 0.69726 0.77932 -5.40818  0.086
H: -1.20887 0.07031 -6.83261  0.095
N: -3.23249 0.98071 -3.31616  0.027
C: -4.51276 1.33630 -3.62612  -0.113
C: -5.51445 0.39015 -4.04652  -0.037
C: -5.19240 -0.96067 -3.99834  -0.047
C: -3.88913 -1.32494 -3.64275  -0.072
C: -2.95371 -0.35995 -3.43647  -0.154
H: -4.71399 2.39666 -3.58689  0.097
H: -6.48204 0.76345 -4.34787  0.103
H: -5.81928 -1.76739 -4.34851  0.115
H: -3.59817 -2.36478 -3.62108  0.111
H: -1.91287 -0.63250 -3.53005  0.069
N: 5.30958 5.38518 1.35556  0.065
C: 4.20770 5.12514 0.54179  -0.120
C: 3.28133 4.17220 0.84416  -0.109
C: 3.39568 3.42101 1.97027  -0.109
C: 4.37661 3.75891 2.87102  -0.066
C: 5.28824 4.76419 2.54389  -0.140
H: 4.35019 5.56956 -0.43216  0.096
H: 2.58418 3.77391 0.12184  0.081
H: 2.71153 2.59559 2.10077  0.088
H: 4.43437 3.31441 3.85361  0.107
H: 6.00605 5.19638 3.22534  0.107